# 1
{"formula": "C4H38N2O15", "method": "the ωB97M-V functional and the def2-TZVPD basis", "max_force_ev_per_a": 3.0, "e_tot_ev": -38457.9039, "orbital_gap_ev": 9.6, "homo_energy_ev": -9.5, "lumo_energy_ev": 0.1, "species": ["H", "H", "O", "C", "H", "H", "H", "O", "O", "H", "N", "O", "O", "H", "H", "O", "O", "H", "H", "H", "H", "H", "O", "H", "H", "H", "H", "H", "H", "N", "O", "H", "H", "H", "H", "H", "H", "O", "H", "H", "O", "H", "C", "H", "H", "O", "O", "C", "H", "C", "H", "H", "H", "O", "H", "H", "O", "H", "H"], "coordinates": [[-0.959, -1.191, 4.745], [-1.691, -0.698, -0.819], [-0.008, -3.669, -2.745], [-2.253, -0.350, 1.143], [0.302, -3.574, 2.386], [3.389, -0.744, -0.772], [-0.559, -4.031, -2.036], [-1.822, -0.058, 2.281], [-3.435, 0.516, -3.547], [-2.915, 1.324, -3.787], [1.614, 0.234, -1.586], [-0.173, -1.071, 4.204], [2.436, -4.347, -1.599], [-0.681, -2.267, 2.504], [3.602, -0.353, -2.323], [-0.395, 2.126, 2.502], [3.103, 2.034, 0.614], [2.502, 2.706, 0.242], [-1.156, 3.016, -4.186], [2.831, 1.176, 0.272], [1.646, -2.152, 3.598], [-0.435, -2.813, -2.881], [2.216, -1.983, 2.841], [-0.905, -3.140, 0.081], [0.538, 1.832, 2.389], [1.990, -1.075, 2.566], [-2.198, 3.200, -2.974], [-2.158, 3.909, -0.868], [-0.047, 3.229, -0.335], [-1.444, -0.347, 0.123], [-1.632, -3.149, -0.566], [1.989, -3.791, -2.253], [-0.356, -0.327, 3.604], [-1.086, 2.748, 1.244], [-3.655, 3.462, -1.171], [2.566, 1.249, 2.023], [-2.235, -3.865, -0.337], [-1.418, 3.522, 0.604], [-4.299, 0.830, -3.254], [-3.313, -0.585, 1.237], [-1.919, 2.634, -3.732], [3.563, 0.995, -1.120], [3.046, 0.045, -1.455], [1.642, -4.598, -1.113], [1.297, 0.359, -2.545], [0.780, 3.023, -0.830], [-0.411, -3.055, 2.006], [0.034, -0.299, 0.272], [0.372, -0.816, 1.181], [0.809, -0.836, -0.935], [0.526, 2.335, -1.471], [-1.430, 4.188, 1.305], [1.515, -1.593, -0.580], [1.895, 0.696, 2.503], [0.199, -1.265, -1.718], [2.138, 0.664, 3.437], [-2.893, 3.905, -1.552], [0.314, 0.734, 0.509], [-0.969, 1.352, 2.674]]}

***

# 2
{"formula": "C4H38N3O13S", "method": "the ωB97M-V functional and the def2-TZVPD basis", "max_force_ev_per_a": 3.6, "e_tot_ev": -46690.3386, "orbital_gap_ev": 8.2, "homo_energy_ev": -5.5, "charge": -1, "lumo_energy_ev": 2.6, "species": ["O", "H", "H", "S", "O", "O", "H", "O", "H", "H", "H", "H", "H", "H", "H", "H", "N", "O", "C", "H", "H", "H", "H", "H", "H", "N", "H", "H", "H", "H", "H", "H", "H", "H", "O", "H", "O", "O", "C", "O", "H", "H", "H", "C", "H", "O", "H", "C", "O", "H", "H", "H", "O", "H", "O", "H", "N", "H", "H"], "coordinates": [[-1.251, 1.759, -3.218], [-3.146, -0.174, 1.925], [1.063, -3.630, 0.414], [1.975, 1.440, 2.855], [2.384, 0.343, -1.610], [1.951, -2.104, -2.758], [-1.521, 2.669, 0.441], [-0.573, -2.909, 2.985], [-0.385, -2.987, -1.078], [3.584, -1.313, 0.423], [-1.266, 1.751, 4.269], [-1.842, -1.843, -1.144], [-1.014, -1.037, -2.340], [0.099, -1.576, 0.289], [2.121, -2.783, 1.170], [1.578, 0.366, -2.920], [-0.931, -1.571, -1.487], [1.442, -3.475, 1.316], [0.511, 0.634, 2.124], [0.979, -3.153, -1.791], [-2.025, 1.309, -1.106], [2.132, -1.306, -2.193], [2.551, -0.351, -0.245], [-1.984, -2.252, 2.255], [-1.674, 1.189, -2.574], [0.257, 3.743, 0.481], [-0.776, 2.810, 2.006], [0.363, 2.699, -2.176], [1.067, 3.889, 1.065], [2.921, 0.743, 2.211], [-2.882, 1.287, 1.440], [0.712, -0.434, 2.033], [-3.090, -2.547, 1.162], [-0.445, 1.245, -3.486], [-1.352, 0.824, 4.045], [1.506, 0.826, -4.434], [0.988, 0.346, -3.773], [1.260, 2.880, -1.852], [-0.558, 2.621, 0.953], [0.333, -3.628, -1.204], [-1.593, 0.029, 0.701], [-0.252, -2.176, 3.531], [-2.501, 1.950, -2.418], [-0.157, -0.854, -0.485], [1.408, -1.680, -3.433], [-3.305, 0.770, 2.142], [-0.300, 0.758, 2.847], [0.101, 1.237, 0.770], [-2.782, -1.895, 1.793], [3.262, 0.673, -1.845], [1.643, 1.986, -1.670], [0.557, 3.562, -0.471], [-2.833, 1.500, -1.633], [-2.152, 0.749, 3.476], [2.754, -0.861, 0.605], [0.766, -0.538, -0.965], [-0.844, 0.320, 0.075], [0.203, -3.137, 2.405], [0.963, 1.306, 0.101]]}

***

# 3
{"formula": "C4H39NO14", "method": "the ωB97M-V functional and the def2-TZVPD basis", "s_squared": 0.75, "max_force_ev_per_a": 3.6, "e_tot_ev": -34927.5370, "orbital_gap_ev": [9.9, 4.6], "spin_multiplicity": 2, "homo_energy_ev": [-13.2, -13.2], "charge": 1, "lumo_energy_ev": [-3.3, -8.6], "species": ["O", "O", "H", "H", "H", "H", "O", "C", "H", "O", "H", "H", "N", "H", "H", "O", "H", "H", "O", "H", "H", "H", "H", "H", "H", "H", "H", "H", "H", "O", "O", "H", "H", "O", "H", "H", "H", "O", "C", "H", "H", "H", "H", "H", "H", "O", "H", "H", "O", "H", "H", "H", "H", "C", "C", "O", "O", "H"], "coordinates": [[2.476, 2.966, 0.212], [-2.563, -2.226, -2.313], [3.754, 2.101, -0.839], [-2.975, -0.112, 2.685], [-0.832, -1.537, 0.939], [0.539, -0.474, 0.333], [1.572, -2.832, -2.167], [0.343, 0.738, 2.819], [-2.937, -1.528, -1.758], [-2.274, 1.706, 1.929], [0.772, 1.422, 2.072], [-1.288, 1.826, -2.673], [1.101, 0.988, 4.018], [1.207, 0.647, -2.621], [0.606, 0.550, 4.804], [-0.107, 2.298, -0.365], [1.522, 2.827, 0.018], [-1.987, 1.202, 1.148], [-2.899, -3.058, 0.327], [0.272, -2.025, -3.880], [4.404, 0.768, -0.207], [0.127, 1.791, -1.188], [0.765, -2.416, -1.847], [-0.531, -1.255, 4.516], [-2.653, 1.279, -3.070], [-2.436, 1.205, -1.125], [-1.224, -1.773, -3.386], [-0.112, 0.169, -3.259], [1.339, -1.158, 2.856], [3.851, 0.941, 1.776], [-2.825, -1.048, 2.481], [-1.437, 0.143, -0.959], [3.392, -0.529, -3.151], [-2.187, 2.107, -2.907], [3.272, 0.185, -1.826], [-3.837, -2.804, 0.390], [-2.342, -2.907, -1.668], [4.149, 1.227, -1.002], [-0.594, -1.551, 3.464], [4.444, 0.171, 1.754], [-2.920, -3.454, 1.215], [2.177, -2.077, -2.307], [-1.755, 2.515, 1.947], [-1.635, -1.358, 3.192], [0.854, -2.035, 0.938], [-0.457, -1.396, -3.862], [-0.568, 3.073, -0.703], [3.192, 0.509, 2.342], [0.247, 0.820, -2.608], [2.574, 2.415, 0.994], [1.292, 1.971, 4.233], [-0.361, -2.606, 3.341], [-0.662, 1.193, 2.908], [0.363, -0.762, 2.552], [0.187, -1.185, 1.078], [-2.302, 0.392, -0.597], [2.728, -0.359, -2.469], [-2.493, -0.939, 1.578]]}

***

# 4
{"formula": "C4H3AgO4", "method": "the ωB97M-V functional and the def2-TZVPD basis", "s_squared": 0.75, "max_force_ev_per_a": 1.9, "e_tot_ev": -16375.0565, "orbital_gap_ev": [4.3, 5.8], "spin_multiplicity": 2, "homo_energy_ev": [-11.3, -12.8], "charge": 1, "lumo_energy_ev": [-7.0, -7.0], "species": ["O", "C", "O", "H", "H", "O", "C", "H", "C", "C", "O", "Ag"], "coordinates": [[2.691, 0.785, -1.710], [2.541, 0.718, -0.556], [-2.162, -0.585, -0.109], [0.096, -1.205, 2.320], [-1.114, 0.229, 2.293], [-3.274, 1.259, -0.708], [-1.055, -1.053, 0.593], [-0.628, -1.909, 0.073], [-0.666, -0.631, 1.794], [-2.277, 0.694, -0.414], [2.536, 0.743, 0.597], [3.312, 0.956, -4.173]]}